1.
Here is a molecular structure, C36H29N5OsS5 at a distorted geometry from the Open Molecules 2025 dataset. Energies are from ωB97M-V/def2-TZVPD.

```
! RIJCOSX wB97M-V def2-TZVPD def2/J DEFGRID3
* xyz 0 5
Os 0.651 -1.099 0.221
S -1.308 2.891 -1.812
S 0.586 2.273 -4.379
S -0.893 -0.309 -1.300
S 1.618 0.627 -6.557
S 0.909 -0.543 -3.779
N 1.989 0.344 0.289
N -0.389 0.320 1.253
N -8.063 6.557 1.646
N -0.680 -2.201 1.494
N -1.590 -0.105 1.943
C 1.627 -3.685 -1.062
C -1.697 -1.505 2.082
C 0.702 3.660 2.476
C 2.450 2.556 1.184
C -3.394 1.587 2.305
C -6.343 4.686 2.217
C 1.628 1.461 0.990
C -4.399 2.596 2.364
C -2.705 -2.205 2.783
C 3.249 0.248 -0.336
C 2.830 -4.411 -2.833
C 1.934 3.715 1.816
C -0.652 -3.568 1.651
C -0.292 4.357 -1.964
C -4.963 4.994 2.405
C -2.554 -3.556 3.034
C 4.658 0.993 -2.187
C -7.292 5.702 1.977
C -6.752 3.332 2.106
C -0.284 1.790 -2.880
C 0.478 -5.426 -2.330
C 1.131 0.685 -4.978
C 5.577 -0.048 -1.927
C 4.193 -0.711 0.023
C -0.036 0.450 -2.606
C 1.593 -2.562 -0.524
C -5.789 2.314 2.171
C -2.603 0.647 2.339
C 0.288 1.494 1.507
C -0.111 2.550 2.356
C -4.038 3.970 2.431
C -1.614 -4.311 2.363
C 2.491 -5.903 -0.853
C 5.341 -0.828 -0.806
C 3.517 1.101 -1.411
C 1.815 -4.928 -1.810
H 2.494 4.662 1.856
H -0.439 4.923 -2.887
H 3.725 -4.087 -2.288
H -0.077 -4.516 -2.751
H -1.638 -5.446 2.345
H -3.529 -1.671 3.222
H 0.714 3.990 -1.934
H -0.316 5.052 -1.094
H 0.380 4.393 3.179
H 0.565 -6.223 -3.135
H -2.966 4.130 2.520
H -3.219 -4.008 3.766
H 2.363 -3.549 -3.379
H 6.063 -1.657 -0.647
H 0.226 -4.068 1.270
H 3.361 -5.344 -0.405
H 3.886 -1.375 0.843
H -1.085 2.446 2.836
H 3.466 2.555 0.798
H 4.777 1.631 -3.080
H 6.493 -0.165 -2.512
H 2.830 1.937 -1.734
H 3.087 -5.220 -3.520
H -7.812 3.132 2.051
H -6.141 1.238 2.208
H -0.153 -5.812 -1.528
H 2.906 -6.721 -1.423
H -4.630 6.008 2.350
H 1.856 -6.229 -0.021
*
```

LUMO energy (alpha / beta): -0.796 / -2.025 eV
E_tot: -3744.31028 a.u.
relative energy (zero: lowest compared OMol25 entry of this formula, charge and spin): 181.0 kJ/mol
orbital gap (alpha / beta): 0.198 / 0.190 Eh
expectation value of S²: 6.065

=====

2.
Here is a molecular structure, C36H29N9ORu from the Open Molecules 2025 dataset. Energies are from ωB97M-V/def2-TZVPD.

```
! RIJCOSX wB97M-V def2-TZVPD def2/J DEFGRID3
* xyz 4 1
Ru 1.919 -0.665 -0.907
O -7.815 4.023 5.556
N 0.324 0.741 -1.030
N 3.043 0.243 -2.351
N -3.606 1.969 1.518
N 0.719 -1.256 0.719
N 2.902 -2.387 -1.169
N 4.685 -3.662 -1.324
N -3.149 0.455 3.167
N 3.793 -0.339 0.158
N 4.814 1.432 -2.902
C -5.303 1.596 4.827
C 1.362 -3.853 -2.572
C -0.332 -0.447 0.961
C 4.157 -2.526 -0.839
C 3.011 0.433 -3.737
C 2.094 0.011 -4.700
C 2.556 -3.503 -1.947
C -0.842 -1.654 2.995
C -1.715 1.426 0.027
C 4.379 1.586 -5.402
C 4.128 1.191 -4.091
C -6.967 3.331 4.950
C 2.336 0.399 -6.001
C -8.224 3.796 6.966
C -1.050 2.424 -2.035
C 0.991 -2.234 1.590
C 3.686 -4.312 -2.048
C -2.563 1.266 1.189
C 2.523 -5.809 -3.436
C -3.998 1.492 2.741
C -2.246 0.287 2.214
C 0.086 1.614 -2.010
C 3.459 1.179 -6.344
C -1.151 -0.622 2.096
C 0.233 -2.462 2.739
C 4.107 0.862 -1.910
C -1.949 2.347 -1.001
C -6.739 3.712 3.559
C 3.701 -5.484 -2.797
C -0.585 0.617 -0.039
C -5.017 2.019 3.458
C -6.235 2.215 5.554
C -5.808 3.078 2.846
C 4.318 0.927 -0.441
C 1.368 -5.012 -3.320
C 4.783 -1.461 -0.019
H -5.624 3.343 1.814
H 5.085 -1.856 0.953
H 1.833 -2.869 1.345
H 5.686 -1.080 -0.499
H 3.603 1.464 -7.377
H 2.487 -6.699 -4.049
H 5.627 -3.993 -1.185
H -7.341 4.511 3.147
H 4.580 -6.106 -2.885
H -4.767 0.772 5.279
H -3.240 -0.084 4.017
H 1.648 0.104 -6.780
H -1.198 3.107 -2.860
H 0.830 1.675 -2.794
H 3.726 1.748 -0.031
H -6.442 1.904 6.567
H 1.235 -0.596 -4.443
H -7.440 4.183 7.612
H 5.666 1.961 -2.806
H -9.136 4.371 7.082
H 0.465 -3.252 -2.473
H 5.362 1.114 -0.180
H -1.440 -1.820 3.882
H 5.238 2.182 -5.674
H -8.405 2.738 7.134
H 3.645 -0.177 1.148
H 0.467 -5.325 -3.828
H 0.497 -3.274 3.401
H -2.831 2.973 -0.972
*
```

LUMO energy (alpha / beta): -13.764 / -13.763 eV
E_tot: -2050.93586 a.u.
orbital gap (alpha / beta): 0.117 / 0.117 Eh

=====

3.
Here is a molecular structure, C36H30AsF6N6NaO12 at a distorted geometry from the Open Molecules 2025 dataset. Energies are from ωB97M-V/def2-TZVPD.

```
! RIJCOSX wB97M-V def2-TZVPD def2/J DEFGRID3
* xyz 0 1
As 0.865 0.526 -1.987
Na 3.352 0.825 -3.536
F 1.543 1.996 -2.645
F 2.534 -0.123 -1.797
F 1.014 -0.117 -3.627
F 1.090 1.070 -0.317
F -0.776 1.018 -2.204
F 0.396 -1.016 -1.421
O -7.118 0.961 -2.124
O 3.783 -1.407 -4.168
O 4.026 2.468 -0.949
O 4.345 -2.359 -5.958
O 0.410 0.824 6.623
O 0.358 -1.333 7.058
O -1.893 4.715 -2.459
O -4.848 3.216 3.134
O -2.908 6.168 -1.242
O -4.703 1.692 4.678
O -5.090 1.281 -1.393
O 5.167 0.872 -1.815
N 3.800 -2.374 -4.876
N -4.523 2.120 3.559
N -5.956 0.661 -1.980
N 0.456 -0.351 6.345
N -2.092 5.327 -1.447
N 4.687 1.479 -0.819
C 0.991 -2.186 3.159
C -5.543 -0.678 -2.544
C 0.753 -0.655 4.941
C 4.948 -0.298 2.994
C 2.231 -4.665 -2.358
C -1.845 5.134 0.957
C 4.886 0.862 0.487
C 0.828 4.229 0.526
C -1.265 4.938 -0.303
C 2.124 -5.802 -3.199
C -6.113 -2.584 -3.758
C -3.706 1.258 2.706
C 4.211 0.853 2.766
C 2.785 -3.491 -2.936
C 0.778 0.447 4.096
C 5.598 -0.835 1.885
C 0.925 0.184 2.748
C 4.171 1.399 1.532
C -2.052 -0.229 1.198
C 3.102 -4.663 -5.113
C 0.911 -1.956 4.527
C -2.486 0.996 0.719
C 0.989 -1.105 2.219
C 5.597 -0.289 0.610
C -3.926 -2.393 -2.779
C 0.323 4.409 1.793
C 3.191 -3.560 -4.280
C -3.253 0.074 3.263
C 0.024 4.457 -0.558
C -0.997 4.839 2.027
C 2.517 -5.791 -4.553
C -6.484 -1.393 -3.240
C -3.321 1.791 1.489
C -4.815 -3.136 -3.531
C -4.271 -1.135 -2.323
C -2.449 -0.680 2.431
H -6.835 -3.248 -4.250
H 1.158 0.976 2.052
H 1.847 -4.625 -1.357
H 6.070 -0.806 -0.275
H -3.557 -0.240 4.267
H -3.501 2.834 1.338
H -2.825 5.592 1.139
H 1.722 -6.725 -2.789
H 1.187 -1.194 1.170
H -3.786 -0.498 -1.557
H 6.134 -1.763 2.068
H -1.274 5.156 3.022
H -1.316 -0.818 0.603
H -2.066 1.393 -0.191
H 1.212 -3.127 2.760
H 2.873 -2.590 -2.353
H 3.394 -4.552 -6.169
H 1.840 3.869 0.364
H 0.571 1.424 4.430
H 3.673 1.302 3.604
H -2.095 -1.628 2.776
H -7.466 -0.953 -3.226
H 0.366 4.230 -1.553
H 0.960 4.274 2.639
H 2.473 -6.716 -5.102
H 3.611 2.289 1.397
H 5.055 -0.739 3.985
H -4.575 -4.110 -3.897
H -2.961 -2.787 -2.434
H 0.836 -2.711 5.308
*
```

LUMO energy: -1.393 eV
E_tot: -5618.14059 a.u.
relative energy (zero: lowest compared OMol25 entry of this formula, charge and spin): 0.0 kJ/mol
orbital gap: 0.302 Eh

=====

4.
Here is a molecular structure, C36H30BrF3FeN5O2S at a distorted geometry from the Open Molecules 2025 dataset. Energies are from ωB97M-V/def2-TZVPD.

```
! RIJCOSX wB97M-V def2-TZVPD def2/J DEFGRID3
* xyz 0 2
Br 2.728 2.680 3.235
Fe 0.917 -0.208 -0.579
S -2.243 -2.456 -2.851
F -0.512 0.910 1.864
F 0.168 2.428 0.489
F -1.618 1.277 0.060
O 1.035 -3.215 2.112
O 1.332 -1.695 0.526
N 0.726 1.249 -2.231
N 4.441 5.030 0.248
N -0.832 -1.316 -1.024
N 2.699 0.609 -0.156
N 1.809 0.154 2.610
C 2.014 -2.686 -4.581
C 1.170 -2.058 1.754
C 4.302 3.890 0.250
C -0.769 -1.811 -2.228
C 0.730 -2.571 -4.080
C -4.167 -1.355 2.745
C -4.302 -2.410 -0.923
C 0.482 -1.251 4.015
C 1.826 1.622 -2.897
C 3.702 -0.208 0.194
C 2.832 -1.415 -2.695
C -3.720 -1.625 1.309
C -4.840 -2.599 3.339
C 5.187 1.616 0.579
C 0.706 3.412 -4.029
C -2.440 -1.336 0.880
C 2.908 1.924 -0.105
C -2.085 -1.544 -0.453
C -0.326 1.127 0.523
C 1.863 2.683 -3.777
C 3.065 -2.116 -3.874
C 4.141 2.463 0.237
C 1.156 -0.989 2.832
C 0.447 -0.267 4.989
C -5.166 -0.189 2.729
C 0.701 4.570 -4.981
C 1.781 1.057 3.559
C -3.002 -2.124 -1.328
C -0.397 1.922 -2.504
C 1.110 0.928 4.765
C -2.989 -0.978 3.645
C 1.550 -1.262 -2.173
C 4.951 0.255 0.562
C 0.521 -1.876 -2.893
C -0.445 2.991 -3.381
C -4.647 -2.140 0.382
H 1.642 5.116 -4.939
H 4.079 -2.218 -4.243
H -0.091 -0.425 5.915
H -2.234 -1.768 3.657
H -5.165 -2.390 4.361
H -2.511 -0.051 3.327
H 1.115 1.730 5.487
H 0.005 -2.212 4.140
H 2.797 2.934 -4.262
H -0.102 -3.038 -4.596
H -1.699 -0.955 1.561
H -4.707 0.703 2.298
H -5.659 -2.354 0.701
H -3.346 -0.837 4.667
H 3.469 -1.263 0.170
H 5.721 -0.452 0.834
H -0.113 5.259 -4.760
H 2.198 -3.229 -5.499
H -4.144 -3.440 3.367
H 2.070 2.565 -0.327
H 6.149 2.020 0.861
H 0.569 4.213 -6.004
H 3.694 -0.989 -2.194
H -5.016 -2.848 -1.607
H -5.719 -2.906 2.772
H -5.488 0.046 3.746
H -1.291 1.589 -2.009
H -1.389 3.496 -3.539
H -6.052 -0.432 2.141
H 2.716 1.039 -2.719
*
```

LUMO energy (alpha / beta): -0.240 / -0.364 eV
E_tot: -6349.66090 a.u.
relative energy (zero: lowest compared OMol25 entry of this formula, charge and spin): 43.6 kJ/mol
orbital gap (alpha / beta): 0.298 / 0.294 Eh
expectation value of S²: 0.766

=====

5.
Here is a molecular structure, C36H30ClLuN2O3PS2 at a distorted geometry from the Open Molecules 2025 dataset. Energies are from ωB97M-V/def2-TZVPD.

```
! RIJCOSX wB97M-V def2-TZVPD def2/J DEFGRID3
* xyz -1 1
Lu 0.393 -0.487 0.536
Cl 2.992 -0.200 1.382
S -0.971 0.794 -1.597
S 0.874 2.236 -3.338
P 0.021 -2.221 -1.826
O -1.065 -2.106 0.606
O -0.306 0.202 2.345
O 0.818 -2.515 1.676
N 1.128 2.245 -0.726
N 0.719 1.868 0.540
C -1.508 -2.258 -2.825
C 0.454 2.432 2.833
C 1.471 -1.106 -3.879
C 3.607 -2.847 -3.665
C 0.004 -5.414 0.703
C 0.032 -6.520 -0.130
C -0.158 1.175 3.171
C 5.503 1.760 -4.340
C 2.455 -3.082 -2.938
C 2.317 3.369 -3.101
C 5.944 1.105 -3.202
C 0.949 2.710 1.501
C -0.569 2.029 5.427
C 4.340 2.508 -4.305
C -0.102 -2.862 0.921
C 3.697 -1.743 -4.496
C -1.559 -2.390 -4.207
C 2.625 -0.869 -4.601
C 0.485 3.438 3.808
C -2.773 -2.275 -4.864
C -0.644 1.025 4.498
C 4.057 1.958 -1.991
C -3.935 -2.029 -4.154
C 0.440 1.757 -1.701
C -0.012 3.257 5.077
C -2.683 -2.013 -2.116
C 0.059 -5.083 -2.062
C 1.675 4.001 1.217
C 5.217 1.205 -2.028
C 1.369 -2.221 -3.048
C 2.588 -0.926 -0.280
C 3.602 2.613 -3.130
C -3.889 -1.903 -2.776
C -0.026 -4.147 0.148
C 0.054 -6.352 -1.507
C 0.015 -3.966 -1.237
H -0.657 -2.573 -4.774
H 6.063 1.683 -5.261
H 0.884 4.407 3.551
H 0.065 -7.222 -2.150
H 2.367 4.239 2.018
H 2.701 0.017 -5.215
H 2.234 3.883 0.293
H 2.417 -3.929 -2.266
H -1.101 0.075 4.741
H 2.137 3.850 -2.142
H 5.546 0.689 -1.138
H -4.793 -1.707 -2.216
H -2.629 -1.891 -1.043
H 0.972 4.822 1.090
H -2.817 -2.378 -5.940
H 0.020 4.071 5.787
H 0.641 -0.414 -3.930
H 4.610 -1.551 -5.043
H 6.847 0.513 -3.235
H 0.096 -4.961 -3.136
H 3.025 -1.940 -0.202
H -4.880 -1.934 -4.672
H 2.245 4.090 -3.916
H -0.964 1.885 6.425
H 3.255 -0.374 -0.963
H 3.996 3.009 -5.200
H 0.035 -7.516 0.291
H -0.013 -5.523 1.778
H 3.481 2.021 -1.080
H 4.451 -3.515 -3.555
*
```

LUMO energy: 2.588 eV
E_tot: -4558.76161 a.u.
relative energy (zero: lowest compared OMol25 entry of this formula, charge and spin): 0.0 kJ/mol
orbital gap: 0.260 Eh

=====

6.
Here is a molecular structure, C36H30F6IrN8O4P2S3Se2 from the Open Molecules 2025 dataset. Energies are from ωB97M-V/def2-TZVPD.

```
! RIJCOSX wB97M-V def2-TZVPD def2/J DEFGRID3
* xyz 2 2
Ir 0.233 -0.126 0.062
Se 6.567 -0.520 1.497
Se 1.796 -0.894 -1.603
S -0.179 -2.267 0.887
S -0.776 -0.853 -3.702
S -2.753 -0.427 -1.834
P 3.723 -0.453 -0.428
P 5.284 -0.098 3.112
F -1.691 0.101 -5.945
F 0.181 -0.986 -6.078
F -4.539 1.366 -2.525
F -2.487 2.013 -2.779
F -3.350 1.902 -0.796
F -1.683 -2.064 -5.830
O -0.086 -2.047 -3.285
O -1.679 -0.261 -0.820
O -3.877 -1.152 -1.362
O -0.086 0.398 -3.459
N 1.746 0.081 1.319
N 1.451 0.303 2.590
N 0.128 1.913 -0.326
N -1.630 -0.466 2.273
N 2.548 0.262 3.295
N -2.281 -0.848 -3.233
N -1.860 -2.659 2.873
N -1.071 0.494 1.483
C -0.996 3.906 0.331
C -3.329 1.326 -2.017
C 4.108 -3.118 -0.003
C 4.635 2.282 -3.263
C 5.563 1.483 3.931
C 6.295 -3.273 -1.724
C 5.358 3.233 -2.555
C 5.884 -1.197 5.588
C 3.081 -0.153 1.195
C 3.586 0.002 2.480
C 0.725 2.574 -1.313
C -1.453 1.717 1.485
C 5.668 -2.054 -1.533
C -2.538 2.213 2.377
C -0.349 4.605 -0.686
C 5.208 -1.366 4.384
C 4.987 3.081 5.630
C 4.747 -4.330 -0.202
C 0.510 3.929 -1.525
C 4.749 1.873 4.997
C 4.574 -3.590 5.037
C 5.242 -3.418 6.244
C 4.139 1.166 -2.610
C 6.611 2.296 3.513
C 5.589 3.073 -1.196
C 5.103 1.959 -0.530
C 6.032 3.895 5.209
C -1.290 -1.761 2.089
C -0.755 2.559 0.483
C 5.840 -4.403 -1.055
C -1.026 -0.963 -5.525
C 6.843 3.505 4.155
C 4.588 -1.985 -0.658
C 4.376 1.003 -1.239
C 5.897 -2.228 6.517
C 4.560 -2.568 4.106
H 4.468 2.400 -4.325
H -3.409 1.555 2.308
H 6.158 3.813 -0.649
H 4.073 -4.525 4.824
H 7.665 4.133 3.840
H 3.939 1.236 5.328
H 7.146 -3.342 -2.388
H 1.385 2.006 -1.953
H -1.684 4.421 0.983
H 4.364 3.384 6.461
H -1.651 -3.636 2.736
H 6.220 4.834 5.715
H -2.307 -0.185 2.968
H -0.533 5.662 -0.817
H 3.604 0.418 -3.184
H -2.194 2.251 3.413
H 4.054 -2.705 3.156
H 6.423 -2.099 7.453
H -2.876 3.204 2.096
H 3.261 -3.050 0.673
H 4.397 -5.215 0.310
H 5.300 1.824 0.524
H 6.341 -5.350 -1.203
H 5.749 4.102 -3.069
H 1.014 4.425 -2.342
H 6.032 -1.164 -2.031
H 7.251 1.971 2.702
H 5.256 -4.220 6.971
H -2.533 -2.424 3.585
H 6.403 -0.272 5.802
*
```

LUMO energy (alpha / beta): -6.542 / -8.294 eV
E_tot: -9512.06978 a.u.
relative energy (zero: lowest compared OMol25 entry of this formula, charge and spin): 17.2 kJ/mol
orbital gap (alpha / beta): 0.223 / 0.159 Eh
expectation value of S²: 0.754